Entry 1:
91
Properties=species:S:1:pos:R:3:forces:R:3:mulliken_charge:R:1 method="wB97M-V/def2-TZVPD" total_charge=0 homo_lumo_gap_ev="4.331 / 5.254" max_force_ev_per_a=3.01 multiplicity=5
Ir 14.499095 14.049881 11.032890 1.1 0.1 -2.0 0.40
S 18.700154 17.125170 16.371606 0.0 0.2 0.9 0.09
N 17.131724 16.729493 16.369379 0.0 0.0 0.0 -0.70
C 16.886246 16.226671 15.179561 1.0 0.4 -0.5 0.91
C 15.622161 15.783666 14.707748 -0.9 -1.0 -0.7 0.37
C 14.510427 15.777573 15.484421 -0.7 0.6 0.2 -0.62
C 13.253268 15.487864 14.902258 -0.2 -0.3 -0.1 -1.34
C 13.201146 15.066690 13.580697 0.0 0.1 0.5 0.27
N 14.327424 14.856925 12.838333 -0.2 0.7 1.3 0.79
C 15.551915 15.270559 13.373636 -0.3 -0.1 0.4 0.32
C 16.684674 15.169741 12.551421 -2.9 0.5 0.6 0.41
N 16.395458 14.725118 11.287040 1.0 -0.3 -0.9 0.40
C 17.370400 14.790403 10.365117 -0.1 -0.1 0.9 -0.17
C 18.633697 15.244565 10.709982 -0.1 -0.1 -1.6 -1.09
C 18.908987 15.714964 12.002623 0.7 -0.5 0.5 -0.94
C 17.891716 15.714195 12.956428 2.6 0.0 -1.5 0.12
C 18.030174 16.219915 14.297023 -1.5 -0.6 0.9 0.61
N 19.090539 16.663360 14.903347 1.4 0.4 -0.8 -0.68
H 14.595720 16.141289 16.503743 -0.1 -0.1 -0.1 0.51
H 12.346662 15.589567 15.519808 0.4 -0.1 -0.7 0.46
H 12.206197 14.912295 13.130150 0.9 -0.2 0.1 0.09
H 17.137410 14.396614 9.386680 0.0 0.1 0.0 0.40
H 19.319227 15.214192 9.841109 0.0 0.2 1.1 0.39
H 19.959882 15.909734 12.281556 -0.8 0.4 -0.1 0.42
O 14.546165 17.256699 11.159632 -0.3 0.0 -1.8 -0.63
C 14.360406 16.970156 9.955064 0.3 0.3 2.2 0.42
O 14.325938 15.772112 9.490387 -0.2 -1.7 1.6 -0.31
C 14.119907 18.014252 8.909162 -0.1 -0.4 -0.5 0.21
C 13.459267 17.647997 7.731063 0.1 0.1 0.5 -0.08
C 13.135739 18.623233 6.813875 -0.3 -0.6 -0.5 -0.81
C 13.572659 19.915685 6.973859 0.2 0.7 0.2 -0.53
C 14.285585 20.275702 8.106864 0.2 0.1 0.2 -0.65
C 14.506817 19.330003 9.097578 -0.3 0.1 0.3 -0.25
H 13.142341 16.623525 7.580788 0.1 0.0 0.1 0.40
H 12.533529 18.344016 5.959461 0.1 0.1 -0.2 0.42
H 13.339988 20.669307 6.242496 0.0 0.1 -0.3 0.41
H 14.680662 21.283207 8.245325 -0.3 -0.2 -0.1 0.40
H 14.869923 19.617163 10.072075 0.4 0.0 0.0 0.46
C 10.926437 18.108805 10.181295 -0.7 -1.1 0.3 -1.75
C 10.932108 16.665590 9.688703 0.9 -0.3 0.4 0.67
C 11.486767 15.694676 10.498597 -1.3 0.6 -2.1 -0.42
C 11.404079 14.255086 10.158742 0.5 0.5 1.2 2.57
C 10.945097 13.931080 8.822163 -0.1 -0.6 -1.1 -0.66
C 10.470019 14.932787 8.035454 -0.4 0.6 -1.0 -0.48
C 10.442637 16.300507 8.402927 0.4 -0.5 0.8 -1.17
S 10.990483 12.264706 8.084462 -1.4 1.9 -0.2 1.20
O 9.666268 12.031172 7.573269 0.4 -0.3 0.0 -0.73
O 11.546991 11.443217 9.094960 0.8 -1.2 1.1 -0.33
N 11.961046 12.253223 6.794255 0.1 0.1 0.1 -0.28
C 13.323299 12.813504 6.717308 -0.5 -0.9 0.8 0.19
C 14.425666 11.869800 7.238394 0.0 1.2 -0.1 -1.05
C 15.225980 12.489884 8.399141 -1.9 -0.1 0.6 0.14
O 16.344000 12.154935 8.685482 1.4 -0.4 0.1 -0.66
O 14.459731 13.256354 9.119897 0.0 -0.2 -0.1 -0.52
H 11.574018 18.203371 11.076280 -0.5 0.1 -0.5 0.30
H 9.859632 18.303285 10.424962 0.7 0.3 0.1 0.47
H 11.242225 18.784110 9.398856 0.1 0.3 -0.1 0.32
H 11.865453 16.005113 11.430835 0.6 0.0 1.0 -0.04
H 12.668683 12.573772 10.229133 -0.5 -0.4 -0.3 -0.28
H 10.085359 14.666442 7.044385 0.2 0.1 0.3 0.42
H 10.161764 17.086006 7.715726 -0.2 -0.2 -0.1 0.43
H 11.431436 12.263540 5.943853 -0.3 0.1 -0.2 0.33
H 13.363739 13.752336 7.240827 0.0 0.4 0.3 -0.53
H 13.420768 13.006814 5.680911 0.5 0.2 -1.0 0.64
H 15.083279 11.626775 6.423772 0.4 -0.3 -0.2 0.43
H 13.979899 10.963329 7.631268 -0.1 -0.2 0.0 0.30
N 12.528502 13.413682 10.774149 -1.0 0.5 1.0 0.61
C 11.213167 13.468235 11.391244 1.2 -0.5 -1.3 -1.57
C 10.435721 13.143408 12.479253 -0.3 0.4 1.2 1.25
C 9.115119 13.711190 12.591742 2.1 -1.6 0.8 -1.20
C 8.344149 13.458500 13.692373 -1.1 0.5 -0.2 -0.56
C 8.831773 12.760207 14.779371 0.3 -1.5 0.7 -0.61
C 10.131683 12.203757 14.705350 -0.7 0.5 -0.3 -0.87
C 10.923838 12.394255 13.597335 0.1 -0.1 -0.4 -0.02
H 8.844468 14.300301 11.790580 -1.1 1.2 -1.5 0.64
H 7.304739 13.786405 13.654111 0.3 0.1 0.3 0.38
H 8.190119 12.465692 15.642101 0.5 0.6 -0.8 0.34
H 10.482369 11.584038 15.505224 0.2 -0.1 0.4 0.46
H 11.912043 11.939964 13.536315 -0.3 0.2 0.1 0.52
F 13.105236 6.712714 10.052241 -0.1 0.2 -0.4 -0.29
C 13.648661 7.888752 10.315173 0.4 0.2 0.6 0.54
C 12.892650 8.925018 10.833964 -0.1 -0.6 -0.2 -0.08
F 11.580679 8.852356 10.875544 -0.5 -0.2 0.2 -0.33
C 13.541065 10.028911 11.308184 -1.3 1.0 -0.3 0.22
F 12.755040 11.027192 11.760213 0.5 -0.6 0.1 0.17
C 14.892411 10.209506 11.200077 0.3 1.8 0.8 -0.50
Se 15.701829 11.783281 11.896932 -0.6 1.3 -0.6 0.26
C 15.626329 9.211634 10.639362 1.6 -1.5 -0.8 0.52
F 16.948989 9.228814 10.475453 0.0 0.6 0.3 -0.32
C 15.029246 8.056432 10.214517 -1.4 -1.6 -0.6 0.39
F 15.669929 6.992723 9.707092 0.5 0.7 0.2 -0.31

=====

Entry 2:
14
Properties=species:S:1:pos:R:3:forces:R:3:mulliken_charge:R:1 method="wB97M-V/def2-TZVPD" total_charge=0 homo_lumo_gap_ev=8.877 max_force_ev_per_a=0.76 multiplicity=1
C -0.557697 0.509093 1.284641 0.1 0.0 -0.1 -0.39
C 0.696689 -0.306649 0.865786 -0.1 0.0 -0.2 -0.50
C 0.796374 -0.518441 -0.667168 0.0 0.1 0.0 -0.46
C -0.463546 -0.076432 -1.399364 0.1 -0.2 0.0 -0.53
O -0.970172 1.217977 -0.943190 -0.1 0.1 0.4 -0.12
C -1.101902 1.561348 0.314784 0.5 -0.6 -0.1 -0.41
H -1.436094 -0.136484 1.486192 0.2 0.1 -0.2 0.28
H -0.359331 0.998323 2.246936 -0.2 0.0 -0.3 0.37
H 0.734732 -1.268159 1.397628 -0.1 0.3 -0.1 0.30
H 0.998661 -1.566231 -0.929720 -0.1 0.2 0.1 0.29
H 1.637922 0.058016 -1.067207 -0.1 0.0 0.1 0.28
H -1.285165 -0.796309 -1.305674 0.1 0.1 0.2 0.30
H -0.274141 0.073058 -2.466004 0.0 0.0 0.2 0.33
H 1.583671 0.250891 1.182358 -0.2 -0.1 0.0 0.25

=====

Entry 3:
6
Properties=species:S:1:pos:R:3:forces:R:3:mulliken_charge:R:1 method="wB97M-V/def2-TZVPD" total_charge=0 homo_lumo_gap_ev=12.048 max_force_ev_per_a=2.98 multiplicity=1
O 1.578520 -0.017909 -0.121509 -0.1 -0.5 0.4 -0.66
H 1.789476 0.791856 0.332415 0.2 0.8 0.0 0.32
H 1.732944 -0.657131 0.585242 0.0 -0.3 -0.3 0.33
O -1.609963 -0.026183 -0.091442 -1.6 -0.6 -2.4 -0.61
H -0.850479 0.088132 0.414005 1.8 0.4 1.6 0.30
H -2.420393 0.129878 0.371941 -0.2 0.2 0.8 0.31

=====

Entry 4:
46
Properties=species:S:1:pos:R:3:forces:R:3:mulliken_charge:R:1 method="wB97M-V/def2-TZVPD" total_charge=-2 homo_lumo_gap_ev=4.836 max_force_ev_per_a=0.25 multiplicity=1
Pd 1.449192 -1.692571 -1.783780 0.0 0.0 0.0 -0.10
Br 0.579588 5.797696 3.446754 0.0 0.0 0.0 -0.25
C -0.603849 4.304077 3.389420 0.0 0.0 0.0 0.21
C -0.860666 3.593603 4.549502 0.0 0.0 0.0 -0.49
C -1.730520 2.518987 4.501898 0.0 0.0 0.0 -0.01
C -2.339262 2.117505 3.306303 -0.1 0.0 0.0 -0.19
C -2.051016 2.854216 2.147738 0.0 0.0 0.0 0.02
C -1.197653 3.943180 2.191224 0.0 0.0 0.0 -0.64
N -3.337892 1.138882 3.402473 0.1 0.0 0.0 -0.85
N -3.671733 0.375955 2.429240 0.0 0.0 0.0 -0.44
C -2.908074 0.037058 1.361408 -0.1 0.0 0.1 0.01
C -3.667745 -0.408671 0.249590 0.0 0.0 0.0 -0.29
C -3.145863 -0.585789 -0.993078 0.0 0.0 0.0 -0.97
C -1.747187 -0.353209 -1.256013 0.0 0.0 0.0 0.68
O -1.281320 -0.284178 -2.394394 0.0 0.0 0.0 -0.73
C -0.886367 -0.224326 -0.037322 0.0 0.0 0.0 0.02
N 0.438635 -0.378239 -0.214376 0.1 0.1 -0.1 -0.69
C 1.244593 -0.295485 0.831197 0.0 0.0 0.1 -0.29
C 0.764359 -0.126899 2.130586 0.0 0.0 0.0 -0.76
C -0.586920 0.004149 2.332096 0.0 0.0 0.0 -0.50
C -1.463673 -0.007243 1.232789 0.0 0.0 0.0 1.50
H -0.390542 3.881426 5.480680 0.0 0.0 0.0 0.38
H -1.968597 1.964235 5.401379 0.0 0.0 0.0 0.42
H -2.496368 2.571550 1.203729 0.0 0.0 0.0 0.37
H -0.984445 4.499851 1.288410 0.0 0.0 0.0 0.39
H -4.731669 -0.528318 0.424513 0.0 0.0 0.0 0.38
H -3.764099 -0.864895 -1.836715 0.0 0.0 0.0 0.34
H 2.304844 -0.393899 0.626033 0.0 0.0 0.0 0.44
H 1.457981 -0.113793 2.961629 0.0 0.0 0.0 0.38
H -0.980673 0.094952 3.333976 0.0 0.0 0.0 0.61
F 6.962508 -1.838292 -1.365883 0.0 0.0 0.0 -0.30
C 6.126453 -1.088421 -2.128664 0.0 0.0 0.0 0.73
F 6.709834 -1.006850 -3.349954 0.0 0.0 0.0 -0.28
F 6.173235 0.155012 -1.613755 0.0 0.0 0.0 -0.26
C 4.688396 -1.720767 -2.200729 0.0 0.0 -0.1 0.50
O 3.786682 -0.996168 -1.747248 0.0 0.0 0.1 -0.61
O 4.685957 -2.847838 -2.703372 0.0 0.0 0.0 -0.68
N -1.524480 -2.063489 -4.686539 -0.1 0.0 0.0 -0.84
N -0.496982 -2.741731 -4.037074 0.1 -0.1 0.1 1.21
N 0.778060 -2.527334 -4.308651 0.0 -0.1 0.1 -0.90
C 1.387521 -3.155296 -3.256938 -0.2 0.1 -0.2 -0.08
N 0.426283 -3.708335 -2.422896 0.0 -0.1 0.0 -0.42
N -0.749790 -3.423314 -2.957598 0.0 0.1 -0.1 -0.48
H -1.098404 -1.725085 -5.541668 0.0 0.0 0.0 0.31
H -1.713536 -1.256044 -4.081759 0.0 0.0 0.0 0.41
H 2.415205 -3.495857 -3.304163 0.0 0.0 0.0 0.74

=====

Short version: energy above the lowest of the compared OMol25 structures with the same formula, charge and spin = 117.3 289.0 27.5 17.8 kJ/mol, in the order given.
Short version: E_tot = -6198.59826 -270.44782 -152.86447 -4358.37686 hartree, in the order given.
Short version: molar mass = 1143.0 84.1 36.0 631.7 g mol⁻¹, in the order given.